{"formula": "C26H58ClFN6O7P2S", "method": "the ωB97M-V functional and the def2-TZVPD basis", "symbols": ["Cl", "S", "P", "P", "F", "O", "O", "O", "O", "O", "O", "O", "N", "N", "N", "N", "N", "N", "C", "C", "C", "C", "C", "C", "C", "C", "C", "C", "C", "C", "C", "C", "C", "C", "C", "C", "C", "C", "C", "C", "C", "C", "C", "C", "H", "H", "H", "H", "H", "H", "H", "H", "H", "H", "H", "H", "H", "H", "H", "H", "H", "H", "H", "H", "H", "H", "H", "H", "H", "H", "H", "H", "H", "H", "H", "H", "H", "H", "H", "H", "H", "H", "H", "H", "H", "H", "H", "H", "H", "H", "H", "H", "H", "H", "H", "H", "H", "H", "H", "H", "H", "H"], "positions_angstrom": [[-4.808088, -3.269984, 3.331505], [-5.378062, 1.957159, 0.426259], [-0.533341, -5.793882, -4.428367], [4.100931, 4.605306, 2.714909], [-2.310966, -0.436420, -2.756275], [-1.773070, -6.570431, -4.022619], [-5.146069, 3.162168, -0.332822], [3.754425, 3.207161, 2.236037], [-2.626025, -1.656013, -1.008287], [-2.864073, 0.198600, 3.632842], [-5.648533, 2.254879, 1.809597], [-2.808921, 1.779757, 2.087966], [5.461527, 4.853376, 1.665939], [0.587829, -6.649512, -3.417483], [0.777569, -4.932575, -5.255749], [4.650688, 4.091169, 4.287849], [4.127505, 6.294620, 3.251401], [-1.032437, -4.307163, -3.667801], [-1.345752, 1.229115, 0.187268], [1.097474, -5.656656, -6.516389], [6.058671, 4.010742, 4.625482], [-3.959610, 0.766146, 0.270145], [0.767314, -0.459054, 1.665296], [-2.949836, -0.711942, -1.584247], [-0.176607, 1.832070, 0.990608], [3.137619, 7.062324, 2.446332], [-2.475896, -4.079468, -3.636563], [-3.152955, 0.533653, 2.558348], [-2.756777, 1.671009, 0.667342], [5.108965, 4.946400, 0.249234], [-5.204972, -0.789164, 2.095460], [6.598116, 5.721900, 1.914774], [0.599384, -3.523087, -5.642917], [1.035224, 0.853730, 0.825393], [-6.921296, 1.212980, -0.215418], [3.834440, 6.622687, 4.656906], [1.834373, -6.133502, -2.881184], [-4.025178, 0.291568, -1.195393], [-3.887062, -0.270077, 1.426566], [-5.466065, -2.315741, 1.937657], [3.975696, 2.909956, 4.826799], [-0.466173, -3.856600, -2.409079], [-5.062567, -2.913723, 0.575288], [0.792099, -8.044829, -3.806247], [7.081883, 5.525800, 2.865871], [1.504361, -8.138920, -4.638361], [-3.988619, -3.146380, 0.614925], [1.177856, -8.630055, -2.968224], [0.274920, -5.587321, -7.234679], [4.655095, 6.350643, 5.314729], [2.113405, 6.754345, 2.676468], [4.331951, 4.226131, -0.010070], [1.709441, -5.201269, -2.339637], [4.747318, 5.949326, -0.018627], [4.087760, 2.873121, 5.914094], [6.191011, 3.627788, 5.640657], [-3.218414, -1.135633, 1.310750], [1.141158, 0.538193, -0.221877], [5.971834, 4.722414, -0.382371], [-2.807566, 2.724175, 0.343801], [2.905591, 2.941453, 4.621652], [-0.576463, -4.598612, -1.607711], [-1.284837, 0.130550, 0.112783], [2.000142, -5.255862, -6.978479], [0.500345, -1.258811, 0.955876], [3.295862, 6.906820, 1.376267], [6.518176, 5.001567, 4.654661], [2.608347, -5.986970, -3.646095], [-3.873007, 1.184433, -1.828227], [7.371468, 5.538303, 1.164100], [3.721774, 7.705005, 4.768822], [-2.687112, -3.015125, -3.503578], [0.641040, -2.859702, -4.783542], [1.665306, -0.759353, 2.223525], [1.279434, -6.717032, -6.325422], [1.424252, -3.209443, -6.289602], [-6.119545, -0.278137, 1.770840], [-0.337067, -3.353216, -6.178506], [0.171882, 2.788773, 0.569874], [-0.935666, -2.928980, -2.075363], [-2.962901, -4.629220, -2.822960], [2.234750, -6.834402, -2.143835], [0.587972, -3.589704, -2.521608], [1.952345, 1.300458, 1.257310], [-5.320152, -2.238949, -0.251453], [-0.352198, 1.901909, 2.070039], [-7.306840, 1.791523, -1.063446], [-6.557763, -2.436624, 2.017953], [-5.572382, -3.881280, 0.460410], [-2.940789, -4.378240, -4.576463], [3.230827, 8.132856, 2.630770], [-1.241751, 1.602465, -0.850251], [-6.807289, 0.142772, -0.445068], [6.346480, 6.789617, 1.869671], [4.377426, 1.979758, 4.410447], [-7.674983, 1.270406, 0.583391], [-5.127900, -0.610858, 3.178321], [6.621189, 3.362883, 3.941244], [-0.048112, -0.306586, 2.392003], [-4.993193, -0.132539, -1.495656], [-0.146739, -8.509104, -4.110398], [2.919173, 6.146186, 5.013894]], "forces_ev_per_angstrom": [[0.07, 0.25, -0.60], [-1.88, 1.65, 1.10], [1.02, 2.28, 7.16], [6.94, -2.31, 2.23], [-0.52, 0.50, 0.05], [0.27, -0.85, -3.86], [0.65, -0.84, -1.09], [-3.29, 1.98, -1.02], [0.60, -2.36, 1.65], [0.15, -1.12, 2.32], [0.33, -1.05, 0.36], [-0.09, -1.29, -0.26], [-0.26, 0.16, -0.68], [0.17, -0.62, -0.32], [-1.60, -0.87, -2.66], [-0.15, -0.13, 0.64], [-3.17, -0.17, -0.58], [-0.30, 0.59, -0.03], [-0.67, 0.05, -0.40], [0.46, -0.41, 0.16], [0.22, 0.57, -0.02], [0.16, -0.31, 0.17], [0.10, 0.42, -0.69], [-0.54, 1.94, -1.14], [1.37, -1.01, -0.61], [0.32, 0.22, -0.50], [-0.11, -0.26, -0.19], [-0.24, 1.43, -2.66], [1.22, 1.67, -0.60], [-0.26, -0.42, -0.12], [0.20, -0.95, 0.21], [-0.01, 0.48, 0.27], [-0.10, 0.44, 0.16], [-0.44, -0.59, 1.52], [-0.09, -0.58, 0.06], [0.12, -0.09, 0.46], [0.33, 0.37, -0.23], [0.98, 0.75, -0.81], [-0.66, 0.55, 1.95], [-1.03, 0.51, -0.62], [-0.25, -0.03, -0.22], [0.65, 0.17, -0.09], [0.36, -0.64, 1.17], [-0.47, -0.23, -0.01], [-0.21, 0.03, 0.08], [0.11, -0.07, 0.07], [-0.29, 0.29, -0.46], [0.03, 0.12, 0.03], [0.11, 0.08, -0.11], [-0.04, -0.27, -0.13], [-0.03, 0.17, 0.06], [-0.01, 0.00, 0.14], [-0.11, 0.06, -0.20], [0.11, 0.04, -0.09], [0.14, 0.17, -0.03], [-0.24, -0.14, -0.06], [-0.22, 0.36, -0.80], [0.34, 0.49, 0.20], [0.05, 0.03, 0.11], [-0.67, -0.48, -0.18], [0.07, -0.06, -0.07], [0.07, 0.01, 0.04], [0.20, 0.35, 0.42], [-0.02, 0.06, 0.08], [-0.02, 0.00, 0.58], [0.07, -0.10, 0.03], [0.03, -0.03, -0.17], [0.02, 0.01, 0.00], [-0.19, -0.33, 0.17], [-0.20, -0.13, -0.13], [-0.10, -0.01, -0.37], [0.23, 0.02, 0.03], [-0.22, -0.18, 0.10], [-0.30, 0.00, -0.23], [-0.05, 0.02, 0.11], [0.03, -0.37, -0.09], [0.45, 0.00, -0.09], [0.04, 0.12, -0.02], [-0.62, -0.05, 0.32], [-0.22, -0.20, -0.19], [-0.09, -0.03, -0.04], [-0.18, -0.17, -0.11], [0.05, -0.22, 0.02], [-0.43, 0.06, -0.74], [0.14, -0.18, 0.20], [-0.27, 0.26, -0.37], [0.50, -0.23, 0.07], [0.39, -0.03, 0.24], [0.07, 0.37, -0.16], [0.00, -0.09, 0.09], [0.07, -0.05, 0.07], [-0.10, -0.28, 0.29], [0.01, 0.43, -0.14], [0.01, 0.02, 0.00], [-0.09, -0.05, -0.02], [0.54, 0.17, -0.02], [-0.10, 0.10, -0.40], [0.08, 0.04, 0.00], [0.25, -0.15, -0.25], [0.27, -0.02, 0.32], [-0.03, 0.14, 0.00], [0.02, 0.07, 0.10]], "smiles": "CCCC[C@@H]1OC(=O)[C@@H](C[C@@H](C)Cl)[C@@]1(CC(=O)F)S(C)(=O)=O.CN(C)P(=O)(N(C)C)N(C)C.CN(C)P(=O)(N(C)C)N(C)C", "e_tot_ha": -3521.48398, "gap_ha": 0.288, "homo_energy_ha": -0.2989, "e_lumo_ev": -0.294}